Entry 1:
78
Properties=species:S:1:pos:R:3:forces:R:3 method="wB97M-V/def2-TZVPD" homo_ha=-0.0728 gap_ev=4.058 lumo_energy_ev=2.08 charge=-1 max_force_ha_per_bohr=0.010 energy_ha=-3812.1818
Cu 0.963 -0.115 1.596 0.05 0.32 -0.38
C -1.537 2.058 4.353 -0.02 -0.11 0.04
C -0.599 1.747 3.362 0.08 -0.10 -0.06
N -0.072 0.545 3.217 -0.09 0.02 0.06
C -0.475 -0.433 4.059 -0.06 0.09 -0.04
C -1.413 -0.223 5.073 -0.06 -0.01 0.04
C -1.944 1.071 5.214 0.07 0.04 -0.08
C -1.845 -1.333 5.878 0.10 -0.21 -0.05
C -1.376 -2.582 5.653 -0.06 0.24 0.03
C -0.429 -2.833 4.603 -0.03 -0.03 0.03
C 0.045 -4.116 4.279 0.04 0.08 -0.06
C 0.909 -4.268 3.224 -0.06 0.03 0.07
C 1.307 -3.131 2.507 0.01 0.10 0.01
N 0.890 -1.919 2.803 0.00 -0.27 0.07
C 0.028 -1.764 3.821 -0.01 -0.08 0.02
H -1.947 3.056 4.399 -0.01 0.00 0.01
H -0.288 2.494 2.644 0.02 0.00 -0.01
H -2.689 1.266 5.976 -0.01 -0.01 0.00
H -2.583 -1.147 6.648 0.01 -0.02 0.02
H -1.723 -3.421 6.242 -0.02 0.01 0.02
H -0.291 -4.971 4.853 -0.01 -0.01 0.01
H 1.278 -5.242 2.933 0.00 -0.01 0.00
H 1.979 -3.205 1.660 0.01 0.00 -0.02
C 3.244 2.364 -3.127 -0.05 0.04 -0.04
C 3.224 1.417 -1.925 0.02 0.00 -0.05
C 3.712 2.173 -0.678 -0.02 -0.02 -0.05
C 4.262 0.315 -2.176 0.07 0.03 -0.01
P 1.576 0.551 -1.480 -0.15 0.04 0.03
N 1.683 -0.117 -0.108 0.14 -0.03 0.14
C 0.187 1.856 -1.633 -0.03 0.06 -0.07
C -1.086 1.327 -0.949 0.07 -0.07 0.02
C -0.197 2.333 -3.040 0.00 -0.05 -0.03
C 0.620 3.087 -0.825 0.04 -0.01 0.05
C 1.284 -0.771 -2.821 -0.01 0.00 -0.03
C -0.164 -1.263 -2.677 0.00 0.04 0.06
C 2.177 -1.977 -2.487 0.00 -0.06 0.00
C 1.517 -0.375 -4.281 0.01 0.04 -0.05
H 4.275 2.692 -3.303 0.02 0.00 0.01
H 2.649 3.260 -2.955 -0.02 0.02 0.00
H 2.891 1.893 -4.046 0.01 0.02 0.06
H 4.779 2.393 -0.792 0.03 0.00 -0.01
H 3.564 1.557 0.209 0.00 -0.03 0.02
H 3.199 3.121 -0.533 -0.02 0.00 0.02
H 5.256 0.772 -2.215 0.03 0.02 0.01
H 4.106 -0.203 -3.122 0.05 0.12 0.05
H 4.250 -0.417 -1.368 0.00 -0.01 0.02
H -1.677 0.674 -1.585 -0.01 -0.07 -0.03
H -1.726 2.176 -0.693 -0.03 0.02 0.00
H -0.870 0.778 -0.029 0.01 0.04 -0.04
H -0.668 1.543 -3.624 0.00 -0.04 0.01
H 0.642 2.733 -3.612 0.01 -0.02 0.03
H -0.940 3.132 -2.943 0.00 0.00 0.01
H 0.969 2.798 0.168 0.00 -0.01 0.03
H -0.247 3.742 -0.708 -0.02 0.03 0.01
H 1.402 3.665 -1.315 0.02 0.01 -0.03
H -0.415 -1.474 -1.637 0.01 0.02 0.01
H -0.278 -2.187 -3.252 -0.01 -0.02 -0.01
H -0.895 -0.557 -3.063 -0.04 0.08 0.00
H 2.178 -2.144 -1.409 -0.01 -0.01 0.02
H 3.204 -1.846 -2.824 -0.10 -0.10 0.04
H 1.776 -2.862 -2.988 -0.03 -0.03 -0.02
H 0.922 0.486 -4.587 0.02 -0.01 0.01
H 1.226 -1.213 -4.923 0.00 -0.02 -0.01
H 2.565 -0.158 -4.493 -0.03 -0.01 0.00
Cl -4.083 1.441 1.739 0.01 -0.01 0.00
C -4.060 0.377 0.326 -0.02 0.05 0.08
C -4.774 0.783 -0.775 -0.04 0.02 -0.03
C -4.774 0.029 -1.947 -0.01 0.03 -0.01
C -4.028 -1.157 -1.940 -0.03 -0.02 -0.07
C -3.318 -1.560 -0.840 0.01 -0.10 0.01
C -3.255 -0.807 0.386 0.14 0.12 -0.07
C -2.450 -1.157 1.445 -0.02 -0.06 0.11
H -5.329 1.712 -0.714 -0.01 0.00 -0.02
H -5.332 0.349 -2.816 -0.01 0.00 -0.01
H -4.000 -1.777 -2.831 -0.01 0.00 -0.01
H -2.743 -2.480 -0.885 0.01 0.00 0.00
H -1.802 -2.023 1.382 -0.01 -0.05 0.01
H -2.416 -0.536 2.324 0.00 -0.02 0.10

---

Entry 2:
73
Properties=species:S:1:pos:R:3:forces:R:3 method="wB97M-V/def2-TZVPD" homo_ha=-0.3807 gap_ev=5.091 lumo_energy_ev=-5.27 charge=+1 max_force_ha_per_bohr=0.060 energy_ha=-1495.0447
C 2.219 -4.625 -4.311 0.12 -0.12 -0.05
C 2.509 -3.204 -4.767 -0.02 0.02 -0.03
C 1.687 -2.183 -3.998 -0.15 0.38 0.01
C 2.005 -0.756 -4.447 -0.17 0.11 -0.19
C 1.186 0.309 -3.705 0.20 0.01 0.30
C 1.547 0.351 -2.178 -0.45 1.22 0.19
Si 0.267 1.730 -1.916 0.60 -1.06 2.82
C -1.551 1.288 -1.739 0.96 0.46 -0.24
C -1.943 -0.148 -1.272 0.46 0.26 -0.30
C -3.396 -0.426 -1.672 0.43 0.36 0.00
C -3.821 -1.808 -1.213 0.18 0.25 -0.01
C -5.261 -2.132 -1.548 0.02 -0.09 0.03
C -5.639 -3.507 -1.016 -0.27 0.01 -0.13
H 0.790 1.393 1.558 -0.06 0.02 -2.61
H 2.862 -5.330 -4.842 -0.09 -0.03 0.08
H 2.405 -4.737 -3.238 -0.01 -0.02 -0.10
H 1.179 -4.901 -4.507 0.08 0.03 0.03
H 3.574 -2.973 -4.641 -0.08 -0.06 -0.03
H 2.286 -3.102 -5.837 0.09 -0.02 0.14
H 0.620 -2.375 -4.166 0.05 -0.03 0.08
H 1.868 -2.290 -2.916 0.01 -0.06 -0.29
H 3.067 -0.538 -4.262 -0.21 -0.02 -0.26
H 1.775 -0.628 -5.516 0.34 -0.20 0.22
H 1.421 1.298 -4.146 -0.08 -0.15 -0.06
H 0.102 0.130 -3.857 0.35 -0.13 0.00
H 1.435 -0.632 -1.660 -0.23 1.01 -0.35
H 2.576 0.757 -2.015 -0.77 -0.43 -0.22
H 0.740 3.144 -1.500 -0.33 -0.92 -0.96
H -2.147 2.044 -1.158 0.69 -0.36 -0.97
H -1.656 1.419 -2.860 -1.11 -0.11 0.63
H -1.276 -0.909 -1.721 -0.23 0.28 0.12
H -1.818 -0.232 -0.173 -0.04 0.20 -0.53
H -4.023 0.363 -1.232 -0.03 -0.25 -0.05
H -3.478 -0.317 -2.765 -0.08 -0.13 0.23
H -3.152 -2.539 -1.683 -0.08 -0.07 0.11
H -3.663 -1.873 -0.129 -0.03 -0.09 -0.07
H -5.914 -1.363 -1.118 0.04 -0.11 -0.08
H -5.385 -2.095 -2.637 -0.10 0.00 0.12
H -6.686 -3.720 -1.238 0.04 -0.12 0.06
H -5.029 -4.287 -1.478 -0.03 0.03 0.05
H -5.502 -3.563 0.067 -0.01 0.00 -0.07
C 0.815 1.537 2.586 0.03 0.15 0.81
C -0.641 1.565 2.942 0.10 -0.37 -0.11
C -1.467 2.512 2.316 -0.26 0.14 0.46
C -2.797 2.637 2.722 0.03 -0.31 0.15
C -3.309 1.725 3.663 -0.07 -0.21 0.00
C -2.515 0.682 4.165 0.14 0.32 -0.29
C -1.169 0.600 3.791 -0.51 0.52 0.31
C 1.758 0.411 2.951 0.10 -0.16 -0.58
C 3.064 0.942 3.022 -0.36 -0.44 1.16
C 4.119 0.136 3.439 -0.63 -0.30 -0.54
C 3.849 -1.231 3.630 0.32 -0.01 -0.08
C 2.580 -1.789 3.404 -0.21 0.53 -0.20
C 1.512 -0.962 2.995 0.78 0.24 0.68
C 2.999 2.403 2.924 -0.81 0.58 0.90
C 1.643 2.788 2.793 0.33 -0.12 -0.36
C 1.239 4.117 2.826 0.58 -0.09 0.41
C 2.225 5.087 3.085 -0.13 -0.50 -0.01
C 3.558 4.700 3.286 0.10 0.03 -0.16
C 3.959 3.358 3.233 -0.38 0.04 -0.54
H -1.056 3.211 1.573 -0.16 -0.37 0.38
H -3.418 3.454 2.329 0.23 -0.53 0.17
H -4.350 1.809 3.990 0.39 0.01 -0.13
H -2.907 -0.057 4.866 -0.08 0.32 -0.24
H -0.507 -0.169 4.187 -0.34 0.28 0.09
H 5.086 0.611 3.596 -0.04 -0.53 0.03
H 4.668 -1.881 3.935 -0.25 0.10 0.05
H 2.385 -2.851 3.589 0.29 0.40 -0.19
H 0.515 -1.360 2.814 0.29 -0.01 0.10
H 0.182 4.380 2.749 0.45 0.07 0.05
H 1.916 6.129 3.175 0.29 -0.25 -0.07
H 4.308 5.463 3.472 -0.13 -0.07 0.11
H 4.976 3.012 3.403 -0.06 0.47 0.05

---

Entry 3:
100
Properties=species:S:1:pos:R:3:forces:R:3 method="wB97M-V/def2-TZVPD" homo_ha=-0.4284 gap_ev=7.843 lumo_energy_ev=-3.81 charge=+1 max_force_ha_per_bohr=0.041 energy_ha=-7681.5097 e_above_lowest_ev=0.000
C -4.189 -6.945 1.672 -0.03 0.25 -0.19
C -5.004 -5.928 0.903 0.01 -0.23 0.26
O -4.136 -5.207 0.040 0.08 -0.10 -0.20
C -4.824 -4.407 -0.877 0.20 0.40 0.32
C -3.822 -3.594 -1.658 -0.13 -0.27 -0.28
O -3.048 -2.773 -0.765 -0.16 0.28 0.06
C -2.382 -1.730 -1.349 0.50 -0.85 0.05
N -2.823 -0.344 -0.828 -0.63 0.03 -0.59
C -3.614 -0.298 0.445 -0.40 0.46 2.02
C -4.844 -1.205 0.490 0.49 -0.29 -0.79
C -6.103 -0.451 0.860 -0.20 0.32 0.54
O -6.195 0.444 1.630 0.17 -0.31 -0.45
Cl -7.503 -1.040 -0.047 -0.03 -0.09 0.09
C -2.487 -0.315 1.486 -0.80 -0.36 -1.10
F -1.933 -1.579 1.388 0.46 0.19 0.11
S -2.958 -0.218 3.269 -0.18 0.75 1.16
O -1.762 -0.208 4.044 0.18 -0.51 -0.43
O -3.958 0.771 3.488 -0.08 -0.22 -0.48
C -3.784 -1.861 3.715 0.28 0.25 0.24
F -5.041 -1.899 3.297 -0.07 -0.07 -0.10
F -3.770 -1.822 5.034 -0.06 -0.08 0.06
F -3.126 -2.923 3.292 -0.07 -0.11 -0.14
C -1.476 0.760 0.903 1.19 -0.75 0.80
C -0.064 0.188 1.355 -0.01 -0.12 -0.30
C 0.708 -0.854 0.544 0.33 -0.22 0.36
O 0.761 -2.049 1.316 -0.23 -0.02 -0.12
C 1.491 -3.076 0.738 0.77 -0.05 -0.01
O 2.608 -3.297 1.103 -0.43 0.13 -0.01
C 0.775 -3.898 -0.293 -0.23 -0.25 -0.12
C -0.252 -4.860 0.348 0.18 -0.16 -0.16
C -1.548 2.183 1.578 -0.30 0.13 -0.14
F -1.092 2.064 2.846 0.08 -0.06 0.06
F -2.867 2.508 1.690 -0.05 -0.08 0.14
C -0.816 3.341 0.918 -0.02 -0.19 -0.07
C -1.527 4.493 0.627 -0.37 0.05 0.05
C -0.905 5.576 0.053 0.09 0.50 -0.24
C 0.448 5.552 -0.223 0.21 0.04 -0.06
C 1.164 4.415 0.091 0.25 0.23 -0.08
C 2.640 4.334 -0.185 -0.21 0.20 0.50
F 2.893 3.756 -1.368 0.11 0.03 -0.10
F 3.272 3.603 0.758 -0.14 -0.14 -0.12
F 3.196 5.550 -0.168 0.04 0.00 -0.27
C 0.546 3.326 0.653 -0.11 -0.51 0.22
C -1.804 0.803 -0.642 -0.49 1.42 -0.48
Br -3.081 2.284 -1.172 -0.37 -0.31 0.23
C -0.543 1.041 -1.609 0.04 -0.51 0.07
Cl -0.449 2.652 -2.343 0.26 0.25 -0.10
C -0.272 0.053 -2.754 0.55 0.54 -0.31
C 1.078 0.343 -3.433 -0.05 -0.47 0.19
Cl -1.574 0.182 -3.975 -0.27 -0.36 0.08
H -3.435 -6.437 2.270 0.06 -0.05 0.07
H -4.841 -7.516 2.329 0.03 -0.06 0.04
H -3.694 -7.616 0.974 0.03 -0.11 0.05
H -5.782 -6.430 0.321 -0.04 0.04 -0.08
H -5.492 -5.238 1.602 -0.08 0.10 -0.08
H -5.499 -3.726 -0.347 -0.19 -0.03 -0.01
H -5.430 -4.984 -1.584 0.02 -0.12 -0.02
H -4.362 -2.986 -2.392 0.05 0.13 0.03
H -3.146 -4.260 -2.200 0.07 0.00 0.03
H -1.326 -1.827 -1.151 0.15 0.15 0.38
H -2.521 -1.705 -2.426 -0.12 0.24 -0.11
H -3.500 -0.011 -1.520 0.32 0.15 -0.27
H -4.036 0.697 0.611 0.28 0.23 -0.72
H -5.017 -1.600 -0.505 -0.03 0.00 -0.05
H -4.674 -2.085 1.101 -0.24 -0.02 0.13
H -0.228 -0.292 2.317 -0.08 0.11 0.07
H 0.608 0.995 1.597 -0.07 0.13 -0.10
H 0.312 -1.072 -0.444 -0.23 0.00 -0.17
H 1.738 -0.512 0.401 -0.01 0.10 -0.10
H 0.271 -3.277 -1.036 0.02 0.26 0.10
H 1.535 -4.455 -0.834 0.03 -0.01 0.01
H 0.140 -5.874 0.321 0.03 -0.03 0.11
H -1.185 -4.869 -0.210 -0.12 0.06 0.09
H -0.463 -4.616 1.386 -0.10 0.12 0.02
H -2.584 4.572 0.829 -0.03 -0.16 0.09
H -1.485 6.456 -0.184 -0.02 0.06 0.03
H 0.959 6.397 -0.659 -0.09 0.10 -0.03
H 1.165 2.475 0.868 0.06 -0.04 0.12
H 0.339 1.058 -0.974 -0.08 -0.32 0.19
H -0.205 -0.970 -2.420 -0.38 -0.18 0.17
H 0.959 0.983 -4.299 0.09 0.21 0.09
H 1.507 -0.604 -3.758 -0.03 0.01 -0.17
H 1.778 0.772 -2.718 0.03 0.18 -0.05
C 5.935 4.174 -0.474 0.23 -0.01 -0.17
O 7.336 4.482 -0.384 -0.05 -0.09 0.15
P 8.306 3.768 -1.410 0.11 0.03 -0.03
O 7.746 3.490 -2.731 0.01 -0.10 -0.03
O 8.835 2.454 -0.680 -0.17 -0.03 -0.03
C 8.460 2.092 0.650 0.11 0.01 0.04
O 9.524 4.768 -1.358 -0.01 0.04 0.00
C 10.674 4.457 -2.163 0.06 0.00 -0.03
H 5.520 4.202 0.526 0.15 0.09 0.11
H 5.456 4.918 -1.104 -0.03 -0.01 -0.03
H 5.779 3.185 -0.905 -0.04 0.02 -0.02
H 7.437 1.714 0.667 -0.01 0.03 0.00
H 8.554 2.934 1.333 -0.02 0.02 -0.01
H 9.133 1.299 0.963 0.01 -0.01 -0.03
H 10.371 4.066 -3.134 -0.03 0.01 0.00
H 11.300 3.730 -1.647 -0.02 -0.01 0.01
H 11.224 5.383 -2.301 -0.02 0.02 0.04

---

Entry 4:
79
Properties=species:S:1:pos:R:3:forces:R:3 method="wB97M-V/def2-TZVPD" homo_ha="-0.4287 / -0.4287" gap_ev="8.110 / 8.111" lumo_energy_ev="-3.56 / -3.56" charge=+1 max_force_ha_per_bohr=0.013 energy_ha=-5666.5719
Tc 0.542 0.770 0.065 0.21 0.50 -0.03
C 0.962 -2.008 1.960 0.03 -0.01 -0.04
C -0.516 -1.674 1.943 -0.04 0.06 0.10
C -0.995 -1.248 3.322 0.02 0.01 -0.01
C -1.317 -2.865 1.434 -0.02 0.03 0.02
O -0.758 -0.523 1.064 0.05 -0.11 -0.15
Ge -1.808 -0.650 -0.624 0.18 -0.05 0.13
O 0.069 -0.683 -1.301 0.06 -0.12 0.25
C 0.502 -0.646 -2.689 0.00 0.11 -0.06
C 1.502 -1.775 -2.866 0.01 0.03 0.02
C -0.715 -0.827 -3.584 0.02 -0.05 0.02
C 1.150 0.712 -2.930 -0.10 0.05 0.01
O -1.492 1.247 -0.669 -0.14 -0.03 -0.39
C -2.227 2.280 0.021 0.11 0.01 0.20
C -3.533 1.728 0.570 0.01 0.00 0.00
C -1.305 2.726 1.159 -0.02 -0.08 0.01
C -2.474 3.404 -0.971 0.02 -0.01 0.02
H 1.138 -2.862 2.616 0.00 -0.01 -0.01
H 1.316 -2.263 0.959 0.01 0.02 0.00
H 1.546 -1.171 2.338 0.01 0.00 0.01
H -0.837 -2.049 4.045 0.00 0.01 0.00
H -0.441 -0.370 3.658 0.01 0.00 0.00
H -2.058 -1.004 3.302 0.00 0.00 0.00
H -1.169 -3.714 2.101 0.00 0.00 0.00
H -2.387 -2.649 1.408 0.00 0.00 -0.01
H -0.984 -3.165 0.437 0.00 -0.01 0.00
H 1.028 -2.737 -2.672 0.00 0.00 0.00
H 1.896 -1.780 -3.883 0.00 0.00 0.00
H 2.336 -1.649 -2.173 0.00 0.01 0.00
H -1.202 -1.785 -3.390 -0.01 0.01 0.00
H -1.434 -0.018 -3.432 0.00 0.01 -0.01
H -0.414 -0.814 -4.631 0.00 0.00 0.00
H 2.026 0.836 -2.288 0.07 0.01 0.01
H 1.488 0.806 -3.963 0.01 0.01 0.01
H 0.428 1.518 -2.748 0.01 -0.02 -0.01
H -3.348 0.919 1.282 0.00 0.01 0.00
H -4.083 2.510 1.094 -0.01 0.00 0.00
H -4.165 1.358 -0.239 0.00 0.00 0.00
H -1.127 1.891 1.846 -0.05 0.02 0.03
H -0.350 3.087 0.740 0.04 0.04 -0.01
H -1.715 3.549 1.743 0.04 0.02 0.00
H -3.102 3.053 -1.790 0.00 0.00 0.00
H -2.975 4.242 -0.485 0.00 0.00 0.00
H -1.530 3.760 -1.387 0.00 0.00 0.00
C 2.128 0.795 0.605 -0.46 -0.46 -0.11
Ge 4.057 0.865 1.142 -0.12 -0.01 -0.01
C 4.225 2.387 2.327 0.09 -0.03 -0.02
C 5.343 2.469 3.158 -0.02 0.02 -0.01
C 5.521 3.563 3.992 0.00 0.01 0.00
C 4.584 4.586 4.001 0.00 0.00 0.00
C 3.471 4.517 3.176 -0.01 0.01 0.00
C 3.294 3.422 2.343 -0.04 -0.03 0.00
C 4.982 1.020 -0.555 0.02 0.01 0.05
C 4.563 1.972 -1.485 -0.01 -0.01 0.00
C 5.226 2.119 -2.693 0.00 0.01 -0.01
C 6.321 1.315 -2.982 0.00 0.00 0.00
C 6.754 0.373 -2.061 0.00 0.00 -0.01
C 6.088 0.227 -0.851 -0.01 -0.02 0.00
C 4.335 -0.824 2.047 0.01 0.07 0.02
C 4.533 -2.001 1.326 -0.02 0.01 -0.03
C 4.648 -3.217 1.983 -0.01 -0.02 0.00
C 4.560 -3.267 3.368 0.00 0.00 0.01
C 4.358 -2.103 4.096 0.01 0.00 0.00
C 4.246 -0.885 3.438 0.00 -0.02 -0.02
H 6.084 1.677 3.158 0.00 0.00 0.01
H 6.390 3.617 4.633 0.00 0.00 0.00
H 4.722 5.440 4.651 0.00 0.00 0.00
H 2.742 5.317 3.181 0.00 0.00 0.00
H 2.419 3.375 1.702 0.00 0.01 0.01
H 3.718 2.616 -1.261 -0.01 0.01 0.00
H 4.897 2.864 -3.406 0.00 0.00 0.00
H 6.842 1.429 -3.924 0.00 0.00 0.00
H 7.613 -0.247 -2.282 0.00 0.00 0.00
H 6.440 -0.508 -0.136 0.01 0.02 -0.01
H 4.595 -1.973 0.244 -0.01 -0.02 0.01
H 4.806 -4.126 1.417 0.00 0.00 0.00
H 4.653 -4.216 3.881 0.00 0.00 0.00
H 4.291 -2.142 5.175 0.00 0.00 0.00
H 4.085 0.019 4.012 0.01 0.01 0.02